1.
79
Properties=species:S:1:pos:R:3 method="wB97M-V/def2-TZVPD" energy_ev=-53849.767 charge=0 mol_weight_da=588.7 spin_multiplicity=1 gap_ev=9.193
O 6.4979 -2.1023 -4.1267
O 6.0184 0.0529 -4.0743
O -0.9188 0.7504 -4.4505
O 0.9896 4.0473 -3.1269
O -0.3878 2.7632 -5.2630
N 0.0795 4.4421 5.9757
N 1.5990 3.5623 -1.0121
N -0.4616 -0.7506 3.4078
N -4.6953 -1.1047 0.0299
N 1.7680 0.5440 -6.3130
N 3.4536 0.6182 -4.8612
N 1.2778 1.4717 -4.1864
N -3.7876 -4.6159 2.1008
C 1.9882 2.4179 -0.1773
C 0.5555 -0.8424 4.2665
C -4.3095 -2.8162 3.6002
C -4.7288 -1.7409 -1.1418
C -3.9538 -1.3827 -2.2351
C 2.0643 0.9431 -5.0274
C -3.0504 0.3718 -0.8979
C 4.7252 -1.4552 -5.5595
C -0.6462 -3.1422 3.4815
C -4.1845 -3.3613 2.3303
C -3.0958 -0.3014 -2.1075
C -3.5044 -5.3685 3.1643
C -0.0745 3.2441 6.5365
C -0.4561 4.6209 4.7693
C -4.0099 -3.6146 4.6903
C -3.5991 -4.9199 4.4727
C 5.8039 -1.2210 -4.5199
C 1.0295 -2.0423 4.7735
C 3.3761 -0.8466 -5.1926
C -0.7518 2.1937 5.9353
C 1.3882 3.2106 -2.3773
C -1.3023 2.3991 4.6819
C 0.4118 -3.2163 4.3705
C -1.1546 3.6389 4.0822
C -1.0398 -1.8915 3.0323
C -3.8638 -0.0684 0.1318
C 2.7260 4.5254 -0.9564
C 1.7377 1.8016 -2.8369
C 2.2129 -0.9003 -6.2366
C -0.1631 1.7059 -4.6767
H 3.6123 4.1362 -1.4658
H -2.4720 0.0146 -2.9349
H 5.0783 -1.0039 -6.4904
H -0.3132 5.6056 4.3375
H -1.1566 -4.0315 3.1411
H -0.8456 1.2394 6.4361
H -1.8609 -1.7869 2.3330
H 1.0060 0.1013 4.5567
H -2.3963 1.2217 -0.7559
H 1.2602 1.6128 -0.2553
H -4.0200 -1.9370 -3.1609
H -4.4098 -2.7731 1.4489
H 1.8603 -2.0556 5.4657
H 0.3705 3.1285 7.5191
H -1.8377 1.6036 4.1804
H 4.6138 -2.5295 -5.6484
H 2.3842 -1.4117 -7.1742
H 2.4151 5.4972 -1.3198
H -4.6331 -1.7922 3.7295
H -4.0949 -3.2259 5.6975
H 5.2688 0.3481 -3.5442
H 2.8176 1.6993 -2.7524
H 1.4244 -1.3703 -5.6470
H -3.8560 0.4294 1.0966
H 2.0435 2.6791 0.8746
H -5.4143 -2.5802 -1.1970
H 2.9483 1.9750 -0.4775
H -1.5697 3.8414 3.1043
H 3.0730 -1.2685 -4.2329
H 0.7772 0.4454 -6.5305
H 1.3234 1.0304 -2.1926
H 2.9826 4.6300 0.0951
H 0.7513 -4.1740 4.7445
H -3.1841 -6.3823 2.9468
H 3.8472 1.0375 -5.7033
H -3.3575 -5.5744 5.2993



2.
17
Properties=species:S:1:pos:R:3 method="wB97M-V/def2-TZVPD" energy_ev=-9901.887 charge=0 mol_weight_da=111.1 spin_multiplicity=1 relative_energy_kcal_mol=85.7 smiles="[H]/N=C(/C)C#C.CC=O" gap_ev=10.288
O 1.2097 -0.0703 -1.6523
N -0.8871 0.7209 1.2121
C 2.2106 0.6214 0.5229
C -0.4545 -1.5691 0.5076
C -1.7024 0.0022 -0.9505
C 1.4263 0.7597 -0.7410
C -0.8860 -0.1442 0.2596
C -2.7538 0.1308 -1.5452
H -1.6048 1.4379 1.1117
H 1.2292 1.8185 -0.9856
H 1.4791 0.8077 1.3197
H -1.3278 -2.1737 0.7470
H 0.3490 -1.5810 1.2385
H 2.5797 -0.3897 0.6765
H 2.9590 1.4067 0.6055
H -0.0860 -2.0056 -0.4197
H -3.7403 0.2280 -1.9065



3.
47
Properties=species:S:1:pos:R:3 method="wB97M-V/def2-TZVPD" energy_ev=-31693.240 charge=0 mol_weight_da=351.4 spin_multiplicity=1 relative_energy_kcal_mol=79.0 smiles="COC(=O)N/N=C/c1cn(CCCOc2ccccc2)c2ccccc12" gap_ev=8.226
O -2.5902 2.6999 -0.1620
O 4.4869 -5.8784 -1.0407
O 2.6167 -5.8031 0.2388
N 0.7034 1.1069 0.2455
N 2.6075 -3.0505 -0.2317
N 3.5226 -3.9185 -0.7008
C -1.1639 0.2953 1.7169
C -1.6582 -0.8436 2.3165
C -0.3889 2.7593 -1.2228
C 3.4473 -5.2520 -0.4265
C 4.5350 -7.2831 -0.8436
C 0.1035 -2.2222 1.3933
C -4.5053 5.6293 0.7220
C 0.6213 -1.0860 0.7774
C -1.0334 -2.0834 2.1589
C -0.0147 0.1649 0.9451
C -3.8701 4.4067 0.7744
C -4.4477 6.3978 -0.4304
C 2.7080 -1.8182 -0.5337
C 1.7580 -0.8572 -0.0692
C 1.7518 0.4880 -0.3599
C 0.3724 2.4953 0.0837
C -1.7925 2.1467 -1.1848
C -3.1058 4.6991 -1.4841
C -3.1629 3.9271 -0.3295
C -3.7499 5.9253 -1.5253
H -0.2440 2.8103 0.9284
H -2.5511 -0.7763 2.9208
H -0.4622 3.8384 -1.3683
H 3.5242 -1.4423 -1.1686
H -2.2813 2.2442 -2.1613
H -4.9440 7.3552 -0.4729
H -1.4574 -2.9476 2.6483
H 0.5937 -3.1725 1.2600
H -3.6996 6.5137 -2.4299
H 5.4037 -7.6343 -1.3946
H 2.4440 1.0505 -0.9594
H -5.0491 5.9854 1.5842
H -1.7256 1.0829 -0.9399
H 1.2973 3.0808 0.0889
H 0.1596 2.3296 -2.0627
H 4.6344 -7.5157 0.2185
H -1.6648 1.2441 1.8322
H 3.6247 -7.7522 -1.2222
H 4.2920 -3.5946 -1.2910
H -3.9097 3.7938 1.6614
H -2.5735 4.3611 -2.3597



4.
48
Properties=species:S:1:pos:R:3 method="wB97M-V/def2-TZVPD" energy_ev=-58067.521 charge=0 mol_weight_da=443.9 spin_multiplicity=1 relative_energy_kcal_mol=441.7 gap_ev=7.686
Cl 4.7675 1.4530 -1.3295
S 3.9444 -2.1857 -0.5261
O -5.6911 -2.1032 -0.0795
O 4.5728 -3.3885 -1.2575
O 3.6004 -2.8870 0.9515
O -2.6850 2.3592 -0.1034
N 5.1120 -0.9703 0.0140
N -0.2457 1.0110 -0.0824
N -0.1010 1.2875 -2.5591
C -5.0246 -0.3503 0.9133
C 2.6355 -1.1999 -2.3025
C -1.7499 2.3910 -1.2233
C -4.2665 0.8373 1.0705
C 4.4327 1.0831 0.3171
C 1.8224 -0.4281 -2.9167
C 0.8078 0.3492 -2.0105
C -4.2816 -0.8347 -1.1742
C -5.0122 -1.1127 -0.0155
C 1.7193 -0.7253 -0.0396
C 4.5441 -0.1178 0.9540
C 3.8421 0.8133 2.9270
C 3.6524 1.9571 2.3405
C -6.6651 -2.4678 1.1065
C 4.3364 -0.3595 2.2471
C 2.7427 -1.2786 -1.0772
C -3.4107 0.2566 -1.2485
C 4.0306 2.2795 1.1643
C 0.8179 0.1131 -0.8309
C -3.4671 1.0143 0.0951
C -0.6374 1.6825 -1.2610
H -2.4498 2.6027 -2.0085
H -4.2999 1.6957 1.7591
H 5.3791 -0.6975 -0.7282
H 1.6995 -0.9452 1.0707
H 3.9267 3.4315 0.7670
H -7.3694 -1.7783 1.2027
H -0.4439 1.0946 0.7735
H 3.5827 0.5207 4.2744
H 1.6564 0.0045 -3.7890
H 3.3509 2.7894 2.9225
H 3.4893 -1.7530 -2.8070
H -6.0322 -2.7670 1.9935
H -4.2073 -1.6141 -1.9009
H -2.8106 0.5659 -1.9673
H 4.3955 -1.2806 2.5666
H -7.0783 -3.3986 0.7524
H -1.4044 3.4211 -0.8612
H -5.5272 -0.3699 1.9159



5.
121
Properties=species:S:1:pos:R:3 method="wB97M-V/def2-TZVPD" energy_ev=-133587.105 charge=0 mol_weight_da=842.4 spin_multiplicity=1 smiles="CCCCCCCCCCCB1OB(N)OB(CC(=O)Br)O1.c1ccccc1.c1ccccc1.c1ccccc1.c1ccccc1.c1ccccc1.c1ccccc1" gap_ev=9.190
Br -4.9507 -6.2638 2.1522
O -7.4266 -0.8591 2.7641
O -6.4508 -3.2333 2.3561
O -3.8411 -6.2555 4.8075
O -6.6674 -2.2722 4.7182
N -6.1086 0.2715 4.7610
C -2.2838 -0.9572 -5.8181
C 6.0279 0.1708 -6.0625
C 4.1907 -0.0229 1.8645
C 2.4209 5.3225 -3.9899
C 0.2101 7.1875 2.1743
C 4.4717 -2.1875 0.8296
C 3.4072 -6.3929 3.0798
C 0.3259 3.6620 -3.1923
C -3.9963 -0.4372 -0.7558
C -3.5012 1.6476 0.7866
C -2.1821 1.4233 -5.4207
C 0.1662 4.5089 -4.2887
C -4.6435 -1.5007 0.3117
C -0.0634 -0.9643 3.2804
C 4.3948 -5.5716 2.5355
C 4.5230 2.2715 -5.0107
C -3.3696 1.3532 -4.6930
C 0.8025 7.7471 -0.0997
C -6.3014 -1.2928 0.3783
C -0.9145 -3.3966 2.4153
C -2.7795 1.9564 2.2248
C -4.0140 0.1270 -4.5267
C -2.3129 0.6326 3.0714
C 3.6860 -7.7320 3.3516
C -0.6624 0.5055 2.8534
C 5.4730 -0.1140 2.4049
C -2.7786 0.4944 -0.1260
C 0.7372 6.3986 -0.4492
C 0.5348 8.1425 1.2107
C -3.4734 -1.0268 -5.0935
C 5.1739 1.3829 -4.1553
C 1.5334 3.6462 -2.4936
C 2.5820 4.4729 -2.8958
C 5.6620 -6.0890 2.2681
C 0.4069 5.4441 0.5133
C 5.3694 1.0539 -6.9177
C 1.2117 5.3424 -4.6852
C 6.2581 -1.2391 2.1512
C -0.0174 -2.0453 2.0252
C 4.9503 -8.2518 3.0756
C 5.9398 -7.4291 2.5364
C -4.3965 -5.4273 3.8871
C 0.1484 5.8386 1.8257
C 5.7576 -2.2745 1.3623
C 3.6889 -1.0600 1.0788
C -4.5179 -3.8326 4.2767
C 4.6188 2.1054 -6.3925
C 5.9275 0.3336 -4.6805
C -1.6365 0.2680 -5.9797
B -6.7494 -0.9242 4.0764
B -5.9100 -3.1229 3.7491
B -6.7466 -1.8529 1.8873
H -0.1850 1.3334 3.5321
H 5.4418 0.9231 -7.9945
H -4.6703 1.4345 0.8961
H -5.5759 -0.0627 5.5953
H -3.5875 -3.2434 3.8365
H -0.6600 -1.3542 4.2105
H 0.5804 9.1937 1.4813
H 6.6181 -0.6444 -6.4722
H -0.4591 0.7866 1.7322
H -1.2355 -3.3516 3.5404
H 1.0850 6.0061 -5.5360
H -3.4371 2.6583 0.1544
H 4.0801 -2.9968 0.2196
H -4.5124 -3.7882 5.4671
H 3.5253 4.4557 -2.3557
H 5.1652 -9.2969 3.2813
H -2.4758 0.7160 4.2358
H -3.5342 -1.0288 -1.6718
H -0.7084 0.3221 -6.5419
H 5.8612 0.6913 3.0227
H -0.4897 3.0143 -2.8819
H -2.7990 -0.3736 2.7238
H -1.8644 2.6856 2.1671
H -3.9791 -1.9812 -4.9698
H -0.3873 -1.5499 1.0052
H 3.2372 5.9692 -4.3010
H -6.5026 -0.1356 0.3473
H 0.0052 7.4948 3.1965
H -0.3242 -4.3985 2.1889
H 4.1085 2.7954 -7.0594
H -2.2525 1.0245 -1.0546
H -4.4316 -2.5957 -0.0531
H 6.4337 -5.4476 1.8495
H 1.0595 -0.7970 3.6440
H 4.1771 -4.5289 2.3212
H 3.5815 0.8569 2.0565
H 6.4366 -0.3574 -4.0138
H -0.1022 5.0942 2.5774
H -6.8549 -1.8868 -0.4648
H -1.9403 -0.1194 0.4120
H 2.6882 -0.9901 0.6605
H 6.3701 -3.1505 1.1634
H -5.4312 0.7668 4.1388
H 6.9266 -7.8328 2.3259
H 2.9171 -8.3712 3.7781
H 2.4207 -5.9890 3.2918
H -1.8610 -1.8572 -6.2568
H 1.1275 -2.3125 1.8384
H 3.9405 3.0921 -4.6012
H 1.6569 2.9892 -1.6369
H -3.6003 2.5053 2.8958
H -1.6809 2.3793 -5.5516
H -3.7934 2.2533 -4.2554
H -4.8673 0.2591 -1.1807
H 1.0614 8.4907 -0.8495
H -4.9374 0.0713 -3.9565
H 0.3522 4.3938 0.2405
H -1.8637 -3.3761 1.6933
H 7.2593 -1.3081 2.5683
H -4.2806 -1.3322 1.4353
H 5.0945 1.5087 -3.0782
H 0.9435 6.0909 -1.4709
H -0.7743 4.5199 -4.8341



6.
120
Properties=species:S:1:pos:R:3 method="wB97M-V/def2-TZVPD" energy_ev=-67067.322 charge=0 mol_weight_da=684.9 spin_multiplicity=1 relative_energy_kcal_mol=56.3 gap_ev=9.734
O -3.8974 0.2712 5.5006
O 3.5127 -2.5095 -3.4440
O 2.9731 6.1952 -0.5280
O -2.7111 0.7969 0.2369
O -4.0425 2.5502 -1.4519
O -1.6952 -3.4782 3.4843
O -6.1897 -5.4839 -1.1254
O -1.0532 4.0689 -1.7855
O -2.0175 3.6355 1.7666
O 2.8522 -0.0204 1.4754
O -3.1560 3.5585 -3.9018
O -3.0831 -2.2974 1.3092
O 3.6348 1.6711 -3.4996
O 2.9030 4.3050 -2.6023
O -1.5217 -0.8283 4.6969
O -4.6893 -3.2065 -0.6559
O 0.9560 2.4947 -2.7192
O 4.1401 -0.3430 -1.2986
O 2.2543 2.4366 3.4840
O -1.7596 2.1467 -6.4508
C 2.0094 -4.3065 -3.2917
C -4.7853 2.3888 -2.7044
C -1.9215 0.5170 4.3471
C -4.0085 -4.3810 -1.1943
C 2.1020 2.2308 4.8492
C -1.7985 -0.6808 -1.4063
C -0.4187 -5.2552 2.6417
C -4.7987 -5.6946 -0.8040
C 3.9413 0.7589 0.9275
C 1.2414 1.2709 -3.3440
C -0.4363 -3.7389 2.8990
C 1.8887 0.7297 5.0780
C 3.2935 3.9229 -1.2121
C 4.7846 0.0071 -0.0944
C 3.2398 2.7621 5.6484
C -0.3599 0.6978 0.0859
C 3.4315 -3.8920 -3.7296
C 4.5294 -4.7243 -3.1453
C 2.4599 1.2825 -4.1809
C 0.7736 -3.4491 3.7703
C -1.6620 0.5806 -0.6553
C 2.4388 4.8866 -0.4027
C -3.4085 0.7068 4.2285
C -4.5431 3.5066 -3.7202
H 2.3052 4.5999 0.6597
H 4.6808 -4.5576 -2.0834
H 5.5342 -4.4948 -3.5431
H -3.1234 2.6546 -1.7224
H -4.9123 4.4588 -3.3511
H 2.2125 0.5342 1.9532
H -0.1351 -0.2037 0.6562
H 0.8888 0.3370 4.8148
H -1.4808 0.6762 3.3767
H 0.4198 0.8274 -0.6746
H 3.8111 1.0470 -2.7797
H 4.3979 -2.2891 -3.4413
H -2.9253 -4.3274 -0.9003
H -4.0860 -2.8719 0.0453
H 1.6663 3.1496 -2.9572
H -1.4989 1.1709 5.0361
H -1.2254 -0.5149 -2.3092
H 4.6243 1.0099 1.6792
H 3.2313 2.8455 -0.9250
H 4.2959 -5.7754 -3.1561
H -3.5873 1.8022 4.1460
H -4.5707 -6.5932 -1.4254
H 2.4450 1.9772 -5.0330
H -4.0500 -4.2847 -2.2800
H -3.8809 0.1344 3.4581
H -2.2739 1.3633 -6.6750
H 3.5220 -3.9208 -4.8563
H 1.9792 0.4166 6.1028
H -4.9536 3.2297 -4.7253
H -0.2593 -3.2913 1.9513
H -0.3325 1.5810 0.7618
H 0.5118 -5.5531 2.0871
H 1.6941 -3.8687 3.3613
H 0.6174 -3.9049 4.7236
H 1.1734 2.7396 5.1791
H 2.7750 6.5642 -1.3867
H -4.6862 -5.9798 0.2433
H 1.8614 -3.7520 -2.4059
H -1.9360 -0.9774 5.5824
H -2.8411 4.0920 1.4583
H -2.0569 2.8131 1.2615
H 3.1199 2.5523 6.7312
H 1.3289 -4.1275 -4.1119
H 1.8163 3.2341 3.2500
H 2.6228 0.2945 4.3786
H -2.2872 2.5852 -5.7812
H -0.4407 -5.8252 3.5572
H -0.3458 3.4448 -2.0563
H 2.5463 0.2587 -4.5302
H -1.6944 1.4109 -1.3355
H -2.8159 -0.9363 -1.7827
H -1.3278 -5.5097 1.9788
H -2.6287 -2.5077 2.0980
H 5.1781 -0.8914 0.4429
H -1.3896 -1.5660 -0.8399
H -1.0037 4.1655 -0.8238
H -1.6398 -2.6609 3.9984
H -5.8557 2.4820 -2.4769
H -4.8475 0.2219 5.5748
H -2.9013 -1.4103 1.0052
H 3.5211 1.6712 0.5533
H -4.5074 1.4041 -3.1456
H 0.4260 0.9910 -3.9578
H 4.2389 2.2641 5.3929
H 1.4266 0.4196 -2.5827
H -2.7667 4.1290 -3.2503
H 2.0224 -5.3609 -3.0790
H 1.4458 4.8055 -0.8473
H 4.2783 4.2228 -1.0430
H 3.7501 -1.2405 -1.2330
H 5.6762 0.5712 -0.3017
H 3.2655 3.8446 5.5571
H -6.4620 -4.6035 -0.8523
H -3.4779 1.1324 -0.2634
H 3.6139 3.9440 -3.1360
H 0.8803 -2.3630 3.9237